(1)
Here is a molecular structure, C13H37B2KNO3 from the OMol25 dataset. Energies are from the ωB97M-V functional and the def2-TZVPD basis.

Last column: Löwdin charge in e.
Cartesian coordinates (Å):
H1 3.63474 1.05058 -1.37104  0.14
C1 -2.82173 -1.45545 -1.35934  -0.01
H2 3.87330 1.93333 0.74790  0.14
C2 -1.74016 -2.44884 1.75144  -0.01
C3 -0.21552 -3.23639 -1.00237  -0.18
H3 0.56645 -1.47432 -2.02390  -0.08
H4 -2.54607 3.04005 0.66729  0.01
C4 0.25658 -2.79467 0.36133  -0.15
H5 -1.69655 0.23494 -3.16169  0.11
O1 1.97494 1.19680 1.49101  -0.35
H6 -0.23833 0.61145 -2.18250  0.07
H7 -1.14320 -3.80739 -0.96397  0.10
B1 -1.77458 2.56269 0.08318  -0.56
H8 0.97780 -1.61432 2.84566  0.09
H9 -2.95462 -2.36053 -0.76667  0.05
C5 1.86754 2.07731 2.59926  -0.08
H10 2.46262 2.50259 0.03204  0.09
H11 1.29835 -2.48053 0.29721  0.11
H12 -2.38696 -0.37537 0.93792  0.09
C6 -0.52250 -1.68919 1.07921  -0.41
H13 -1.36035 -3.08875 2.54789  0.08
H14 -2.20117 -3.12169 1.02835  0.06
H15 1.14184 -0.33648 1.54651  0.04
H16 -3.52923 -0.76184 -0.90497  0.09
H17 3.38004 -0.30691 -0.26479  0.13
C7 -1.28577 0.31109 -2.15493  -0.05
H18 0.64034 -0.61809 -2.57553  0.07
H19 -0.98397 2.32667 0.77850  -0.15
B2 0.29871 3.62466 0.60767  -0.51
H20 1.25149 3.34681 0.18428  -0.04
H21 -0.12457 -0.25381 2.65674  0.08
H22 0.37023 4.55335 1.15234  -0.01
H23 -0.14136 2.91375 1.28971  -0.06
H24 -1.95847 1.06112 -1.73897  0.06
H25 -0.43152 3.70984 -0.18211  -0.05
K1 0.08075 1.27152 0.21490  0.92
O2 1.59484 0.48240 -1.13445  -0.25
H26 1.66428 -1.60468 -1.64076  0.10
H27 -1.49399 3.26843 -0.68327  -0.02
C8 0.47320 -0.98501 2.11257  0.00
H28 2.50909 -0.68430 -2.74315  0.12
H29 2.85725 2.32565 2.98256  0.09
C9 2.96458 0.63711 -0.61738  -0.17
H30 -2.49318 -1.77848 2.16579  0.08
N1 -0.87142 -0.62280 0.07675  -0.23
C10 2.87985 1.59050 0.45876  -0.24
C11 -1.34515 -0.93846 -1.33228  -0.41
C12 1.62519 -0.62090 -2.10846  -0.08
H31 0.49393 -3.86449 -1.54114  0.11
H32 -3.06902 -1.64643 -2.40360  0.08
H33 1.28575 2.95145 2.30691  0.05
H34 -0.50904 -2.45661 -2.91153  0.14
H35 1.23101 1.58908 3.33720  0.10
C13 -0.35954 -2.03907 -1.91584  -0.17
H36 0.32808 -3.64721 1.03675  0.11
O3 -1.70225 0.26963 0.74627  -0.17
H37 -2.08254 1.67023 -0.43923  -0.06

Results
Total charge: -1
Orbital gap: 0.1103 Ha
HOMO energy: -0.95 eV

=====

(2)
Here is a molecular structure, C21H31Cl5OsP2 from the OMol25 dataset. Energies are from the ωB97M-V functional and the def2-TZVPD basis.

Last column: Löwdin charge in e.
Cartesian coordinates (Å):
H1 2.05561 -2.21201 -1.39795  0.06
C1 -0.62735 -1.53129 -2.70435  -0.34
C2 -1.62250 -3.62166 -0.95515  -0.21
H2 1.14782 -3.64102 -2.13082  0.09
H3 -3.69025 1.60562 -0.18178  0.13
H4 -0.40202 3.07934 -3.07251  0.06
H5 2.60052 1.88624 -3.31303  0.08
H6 0.55319 2.24255 -4.34546  0.07
H7 -1.41223 -4.14264 0.00540  0.05
Cl1 -2.00926 -2.56818 3.23593  0.73
C3 0.96347 0.62140 4.27595  -0.70
C4 0.23527 -1.20848 2.74590  -0.35
C5 1.31676 -3.73342 1.90503  -0.29
H8 2.99542 0.85795 -1.86490  0.08
C6 -1.34500 -0.15824 4.33875  -0.68
Cl2 2.89279 -0.53851 2.78505  0.72
H9 1.54757 -1.11580 -2.90929  0.08
C7 -0.16718 2.09668 -3.51568  -0.15
H10 1.48604 1.72469 1.83875  0.08
H11 -2.46075 3.69169 0.61614  0.12
H12 -1.49477 -4.26749 -1.83175  0.08
H13 -1.09915 1.64926 -3.90879  0.07
Os1 0.12100 -2.46660 1.01348  1.07
Cl3 -0.82735 2.15016 5.68810  0.74
C8 0.91488 1.23440 -0.13146  -0.22
H14 -1.57126 -0.97830 -2.76335  0.10
C9 -0.57736 3.03985 -0.43855  -0.25
H15 -0.68018 -2.35823 -3.41713  0.12
C10 -1.62265 0.81100 -0.43997  -0.15
H16 -1.59173 0.47460 0.61695  0.11
P1 -0.41287 -2.24133 -1.04647  0.66
C11 -2.01603 3.02854 -0.10437  0.00
P2 0.59131 0.97035 -2.21767  0.99
H17 0.88365 4.26778 0.74838  0.13
H18 -2.79696 1.94464 -1.76039  0.13
H19 0.58354 -4.04905 2.69562  0.03
H20 1.18245 0.17655 0.02045  0.09
C12 1.29407 -2.99907 -1.24870  -0.21
H21 2.46103 2.46962 0.55272  0.13
C13 -2.73217 1.88164 -0.64290  -0.14
C14 1.25304 -0.35822 3.29446  -0.70
H22 -0.20769 3.26016 1.73359  0.13
H23 2.09402 -3.03572 2.31733  0.00
Cl4 2.17879 1.66576 4.89863  0.74
C15 -0.96737 -1.21284 3.45075  -0.73
C16 0.56377 -0.64683 -3.10542  -0.27
H24 -1.84839 -0.09624 -1.02107  0.05
H25 -2.62200 -3.15931 -0.91342  0.08
Cl5 -2.98441 -0.01187 4.85208  0.73
H26 0.54864 -0.44327 -4.19748  0.13
C17 -0.36145 1.63613 -0.79852  -0.46
C18 2.31282 1.62398 -2.28174  -0.14
H27 2.35919 2.53506 -1.65604  0.08
H28 -1.35895 -1.68932 0.75300  -0.01
C19 1.43167 2.19105 0.83709  -0.16
C20 -0.38017 0.79522 4.73144  -0.69
H29 -0.28611 3.70462 -1.25998  0.14
H30 1.56781 -3.62588 -0.38229  0.01
H31 1.66481 -4.51305 1.20463  0.03
C21 0.37453 3.30730 0.80283  -0.06

Results
Total charge: +2
Multiplicity: 5
Orbital gap (spin up / spin down): 0.2257 / 0.2263 Ha
<S²>: 6.03
HOMO energy (spin up / spin down): -13.26 / -13.99 eV

=====

(3)
Here is a molecular structure, C7H28N7O10 from the OMol25 dataset. Energies are from the ωB97M-V functional and the def2-TZVPD basis.

Last column: Löwdin charge in e.
Cartesian coordinates (Å):
H1 -15.24105 -2.79646 -13.47110  -0.17
H2 -11.95985 -2.48977 -14.82218  0.09
H3 -15.48031 0.91546 -17.79567  0.09
H4 -17.26197 -1.02254 -15.32429  0.15
H5 -15.72214 -5.04919 -15.67762  0.14
H6 -15.28634 -2.00867 -16.13312  0.08
O1 -16.79965 1.12136 -14.18549  0.07
H7 -16.85615 -1.75020 -13.09313  0.09
H8 -14.09305 -0.33689 -14.54608  -0.11
C1 -10.91678 -1.90563 -16.34322  -0.77
H9 -13.63148 -4.16243 -13.65248  0.08
H10 -15.63851 -1.57044 -14.91170  -0.17
H11 -14.13827 -5.10059 -12.20539  0.09
H12 -11.96093 -5.18554 -17.72707  0.09
H13 -17.83961 -2.92905 -15.24494  0.08
C2 -15.23789 0.27644 -16.94657  -0.11
N1 -15.44531 -4.24901 -16.22823  0.18
H14 -12.78039 -1.50192 -16.00213  -0.08
O2 -17.60115 -3.87224 -17.02397  -0.04
C3 -16.03263 0.23482 -14.40099  -0.82
N2 -13.86888 -2.16763 -14.91413  -0.21
O3 -13.86940 -0.15629 -17.00477  -0.08
H15 -16.90834 -1.69990 -16.70241  0.13
N3 -11.02879 -2.42505 -15.20825  0.18
C4 -12.18138 -4.49970 -16.90907  -0.09
O4 -15.04924 -2.29447 -14.42097  0.05
O5 -9.89793 -1.84356 -17.00405  0.03
H16 -17.66338 -4.17853 -13.86733  0.12
H17 -11.35801 -4.45023 -16.19652  0.07
N4 -16.05588 -2.23989 -16.74504  0.11
C5 -16.39804 -3.50729 -16.75460  -0.63
H18 -15.92070 -0.56773 -17.04279  0.05
H19 -10.19868 -2.89713 -14.87939  0.15
C6 -17.46672 -3.17754 -14.25131  -0.23
N5 -12.11357 -1.40482 -16.75448  0.14
H20 -13.55579 -3.97770 -15.66305  -0.29
H21 -16.40377 -3.36731 -14.40043  0.04
O6 -15.45822 -3.54161 -12.90614  -0.14
O7 -13.28497 -3.08441 -15.33325  0.07
N6 -16.30576 -0.82768 -15.06395  0.06
H22 -14.31067 1.19547 -13.85913  0.14
H23 -12.22144 -0.93921 -17.64424  0.14
O8 -17.65736 -2.15488 -13.43358  -0.05
H24 -14.68146 -3.76169 -15.78197  0.05
H25 -15.00076 -5.32983 -13.67348  0.08
N7 -14.74786 0.35997 -14.22095  0.21
H26 -15.51345 0.84600 -16.05901  0.07
H27 -13.79605 -0.70535 -16.22070  -0.10
O9 -13.39031 -4.74502 -16.21571  -0.13
O10 -13.40495 -1.03555 -15.12514  0.12
H28 -12.25651 -3.48985 -17.31239  0.08
C7 -14.47541 -4.56950 -13.09555  -0.07

Results
Total charge: -1
Orbital gap: 0.2161 Ha
HOMO energy: -6.04 eV

=====

Here are the calculated F_max numbers, same order: 6.7, 6.0, 11.0 (eV Å⁻¹).
Here are the calculated energy numbers, same order: -1446.8106, -3892.1743, -1418.2290 (Eh).